1.
Formula: C32H71ClF5N2O13
Source: the OMol25 dataset
Level of theory: ωB97M-V/def2-TZVPD

Structure (ORCA input):
```
! RIJCOSX wB97M-V def2-TZVPD def2/J DEFGRID3
* xyz 1 1
N -3.810 0.173 1.755
C -2.749 0.448 2.773
C -2.259 1.966 2.824
O -3.293 2.743 3.496
C -2.060 2.671 1.413
C -0.988 2.010 0.445
Cl -1.957 1.201 -0.921
N -0.135 0.943 1.047
C 1.128 0.657 0.243
C 2.047 1.982 0.184
C 3.148 1.862 1.342
C 4.512 1.183 0.871
C 4.397 -0.421 0.762
C 3.974 -0.929 -0.686
F 2.834 -1.770 -0.570
F 3.754 0.109 -1.616
C 5.113 -1.861 -1.346
F 4.519 -2.432 -2.496
F 5.414 -2.923 -0.503
F 6.223 -1.104 -1.703
O 1.188 3.139 0.465
C -0.024 3.063 -0.302
O -0.635 4.333 -0.490
H -4.352 -0.615 2.155
H -3.313 -0.278 0.964
H -3.213 0.225 3.800
H -1.869 -0.294 2.698
H -1.328 2.085 3.478
H -3.629 2.259 4.273
H -1.866 3.781 1.628
H -3.081 2.657 0.893
H 0.196 1.140 2.006
H -0.681 0.060 0.984
H 1.688 -0.125 0.859
H 0.903 0.244 -0.786
H 2.505 2.159 -0.843
H 3.330 2.924 1.733
H 2.692 1.281 2.205
H 4.915 1.665 -0.081
H 5.291 1.411 1.681
H 5.438 -0.841 0.967
H 3.705 -0.762 1.594
H 0.153 2.636 -1.356
H -0.313 4.658 -1.359
C 2.110 -4.172 -2.255
O 0.873 -4.859 -2.385
C 0.611 -5.257 -3.729
C 0.905 -6.738 -3.936
O 2.298 -7.010 -3.816
C 2.632 -7.574 -2.554
H 2.350 -4.105 -1.193
H 2.922 -4.699 -2.762
H 2.017 -3.160 -2.660
H 1.179 -4.644 -4.436
H -0.454 -5.081 -3.912
H 0.612 -7.015 -4.953
H 0.326 -7.353 -3.239
H 2.311 -8.621 -2.522
H 2.182 -7.024 -1.726
H 3.716 -7.542 -2.441
C -5.891 7.792 2.653
O -7.143 7.136 2.513
C -7.403 6.741 1.169
C -7.145 5.253 0.968
O -5.759 4.945 1.101
C -5.449 4.376 2.366
H -5.658 7.856 3.717
H -5.088 7.243 2.153
H -5.954 8.805 2.244
H -6.813 7.339 0.466
H -8.461 6.944 0.975
H -7.436 4.981 -0.051
H -7.746 4.656 1.662
H -5.795 3.338 2.400
H -5.889 4.940 3.190
H -4.368 4.382 2.486
C -4.931 11.704 -3.590
O -3.811 10.954 -3.142
C -3.639 11.024 -1.729
C -4.150 9.763 -1.045
O -5.566 9.648 -1.161
C -5.954 8.725 -2.170
H -5.136 11.423 -4.624
H -5.822 11.501 -2.991
H -4.700 12.774 -3.555
H -4.125 11.916 -1.320
H -2.563 11.114 -1.542
H -3.923 9.826 0.024
H -3.652 8.872 -1.444
H -5.788 7.702 -1.816
H -5.414 8.885 -3.104
H -7.019 8.857 -2.362
C 5.587 -12.059 -4.813
O 4.591 -13.009 -5.162
C 3.746 -13.340 -4.064
C 2.407 -12.619 -4.158
O 2.564 -11.212 -3.992
C 2.526 -10.512 -5.228
H 6.038 -11.685 -5.733
H 5.166 -11.212 -4.264
H 6.365 -12.539 -4.210
H 4.241 -13.125 -3.111
H 3.568 -14.419 -4.113
H 1.764 -12.966 -3.343
H 1.906 -12.846 -5.104
H 1.494 -10.466 -5.593
H 3.164 -10.974 -5.983
H 2.877 -9.494 -5.056
C 4.592 -2.277 4.706
O 3.842 -1.105 4.406
C 2.491 -1.198 4.848
C 2.274 -0.423 6.142
O 2.976 -1.020 7.224
C 4.182 -0.334 7.535
H 5.649 -2.052 4.555
H 4.450 -2.596 5.741
H 4.304 -3.086 4.027
H 2.189 -2.244 4.963
H 1.866 -0.753 4.063
H 1.210 -0.454 6.397
H 2.562 0.628 6.023
H 3.952 0.600 8.057
H 4.777 -0.122 6.645
H 4.771 -0.965 8.201
*
```

Frontier orbital gap   7.201 eV
M   822.4 g mol⁻¹
Lowest unoccupied orbital energy   -3.03 eV
DFT total energy   -90028.035 eV

---

2.
Formula: C32H72N4O2S2
Source: the OMol25 dataset
Level of theory: ωB97M-V/def2-TZVPD

Structure (ORCA input):
```
! RIJCOSX wB97M-V def2-TZVPD def2/J DEFGRID3
* xyz 0 1
C 1.789 -5.585 3.095
C 2.112 -4.108 2.806
C 2.012 -3.764 1.326
C 2.445 -2.344 0.991
N 1.461 -1.304 1.404
C 2.152 -0.152 2.043
C 2.472 -0.459 3.508
C 3.890 -0.080 3.969
C 4.497 1.186 3.347
C 5.407 0.962 2.147
O 6.286 -0.155 2.383
C 6.075 -1.231 1.599
O 6.313 -2.369 1.953
C 0.711 -0.889 0.278
S 1.177 0.204 -0.838
S -0.829 -1.660 0.046
C -1.569 -1.823 1.680
C -1.991 -0.473 2.290
C -3.345 -0.588 2.983
H 1.887 -6.182 2.192
H 2.477 -5.983 3.835
H 0.778 -5.679 3.479
H 3.118 -3.864 3.146
H 1.411 -3.486 3.361
H 2.682 -4.438 0.786
H 1.001 -3.948 0.961
H 2.616 -2.296 -0.086
H 3.405 -2.160 1.469
H 3.034 0.107 1.465
H 1.469 0.691 1.994
H 1.738 0.018 4.153
H 2.343 -1.529 3.648
H 4.569 -0.921 3.859
H 3.836 0.100 5.041
H 5.113 1.660 4.110
H 3.743 1.920 3.069
H 4.858 0.794 1.222
H 6.038 1.833 1.988
H 5.681 -1.018 0.594
H -2.461 -2.429 1.530
H -0.913 -2.372 2.349
H -1.248 -0.223 3.046
H -2.012 0.298 1.526
H -4.089 -0.951 2.271
H -3.312 -1.301 3.803
H -3.697 0.374 3.346
C -0.124 3.684 -1.433
C 0.100 5.179 -1.266
N 0.911 5.494 -0.104
C 0.896 6.901 0.250
C 1.493 7.905 -0.744
C 2.201 4.832 -0.044
C 3.171 5.031 -1.216
H -0.522 3.245 -0.517
H -0.839 3.499 -2.235
H 0.797 3.161 -1.693
H -0.872 5.662 -1.133
H 0.521 5.582 -2.201
H 1.398 7.016 1.215
H -0.147 7.179 0.431
H 2.581 7.857 -0.771
H 1.223 8.920 -0.446
H 1.115 7.752 -1.756
H 2.024 3.758 0.068
H 2.692 5.134 0.885
H 2.680 4.900 -2.181
H 3.972 4.291 -1.157
H 3.641 6.013 -1.202
C -4.404 1.049 -0.680
C -5.881 0.931 -1.023
N -6.708 0.672 0.140
C -8.059 0.256 -0.190
C -8.966 1.254 -0.919
C -6.581 1.628 1.225
C -6.853 3.106 0.920
H -4.067 0.175 -0.121
H -3.814 1.111 -1.595
H -4.187 1.942 -0.092
H -6.007 0.092 -1.712
H -6.191 1.834 -1.574
H -8.552 -0.066 0.731
H -7.979 -0.646 -0.806
H -9.305 2.055 -0.264
H -9.857 0.739 -1.284
H -8.473 1.700 -1.783
H -5.567 1.547 1.627
H -7.231 1.302 2.040
H -6.350 3.437 0.010
H -6.481 3.724 1.740
H -7.917 3.317 0.817
C 3.444 -5.399 -2.915
C 2.177 -4.570 -2.764
N 2.119 -3.446 -3.677
C 1.089 -2.481 -3.334
C -0.374 -2.931 -3.377
C 2.247 -3.772 -5.085
C 1.244 -4.766 -5.686
H 4.331 -4.768 -2.843
H 3.493 -6.146 -2.120
H 3.476 -5.933 -3.865
H 2.152 -4.168 -1.747
H 1.304 -5.236 -2.853
H 1.215 -1.598 -3.967
H 1.291 -2.138 -2.315
H -0.765 -3.054 -4.386
H -0.995 -2.182 -2.882
H -0.511 -3.872 -2.842
H 3.254 -4.164 -5.252
H 2.212 -2.839 -5.652
H 1.120 -5.651 -5.061
H 1.603 -5.104 -6.661
H 0.264 -4.319 -5.843
*
```

SMILES   CCCCN(CCCCCOC=O)C(=S)SCCC.CCN(CC)CC.CCN(CC)CC.CCN(CC)CC
Energy above the lowest of the compared OMol25 structures with the same formula, charge and spin   0.3560 eV
Frontier orbital gap   7.797 eV
M   609.1 g mol⁻¹
Lowest unoccupied orbital energy   -0.15 eV
DFT total energy   -66076.186 eV

---

3.
Formula: C32H72NO3P2
Source: the OMol25 dataset
Level of theory: ωB97M-V/def2-TZVPD

Structure (ORCA input):
```
! RIJCOSX wB97M-V def2-TZVPD def2/J DEFGRID3
* xyz 1 1
C 0.817 -4.101 -0.935
C -0.003 -2.957 -0.330
C -1.506 -2.994 -0.726
C -2.325 -2.122 0.147
P -4.055 -2.036 -0.370
C -4.886 -3.671 -0.201
C -4.094 -4.856 0.384
C -4.997 -5.882 1.105
C -5.865 -6.628 0.113
C -4.221 -1.389 -2.033
C -4.096 0.081 -2.134
C -3.008 0.545 -3.024
C -1.680 -0.203 -2.797
C -4.932 -0.963 0.768
C -4.769 -1.354 2.161
C -3.581 -0.672 2.824
C -3.266 -1.153 4.258
H 1.313 -4.706 -0.183
H 1.497 -3.708 -1.674
H 0.148 -4.813 -1.441
H 0.469 -2.007 -0.614
H 0.060 -2.909 0.775
H -1.852 -4.033 -0.721
H -1.555 -2.707 -1.791
H -1.957 -1.086 0.178
H -2.344 -2.517 1.167
H -5.284 -3.913 -1.195
H -5.752 -3.418 0.416
H -3.257 -4.527 0.998
H -3.628 -5.397 -0.459
H -5.661 -5.350 1.800
H -4.354 -6.568 1.651
H -6.207 -5.951 -0.684
H -6.767 -7.060 0.527
H -5.273 -7.391 -0.405
H -5.216 -1.697 -2.361
H -3.463 -1.887 -2.635
H -3.956 0.513 -1.126
H -5.079 0.507 -2.361
H -2.811 1.607 -2.947
H -3.330 0.334 -4.057
H -0.907 0.340 -3.359
H -1.653 -1.212 -3.200
H -1.375 -0.118 -1.745
H -5.952 -0.811 0.420
H -4.393 0.001 0.659
H -4.777 -2.447 2.310
H -5.640 -1.029 2.746
H -3.812 0.399 2.817
H -2.688 -0.690 2.186
H -3.983 -0.744 4.985
H -2.361 -0.599 4.580
H -3.026 -2.201 4.391
C 6.787 4.993 -2.539
C 6.447 4.240 -1.226
C 4.931 3.893 -1.116
C 4.645 3.075 0.178
P 2.980 2.374 0.223
C 2.789 1.476 1.782
C 3.064 -0.049 1.712
C 3.180 -0.698 3.098
C 1.846 -1.141 3.605
C 1.776 3.736 0.269
C 2.136 4.919 1.193
C 0.987 5.885 1.397
C 0.360 6.453 0.161
C 2.597 1.447 -1.213
C 3.680 0.544 -1.709
C 3.293 -0.176 -2.992
C 4.406 -1.122 -3.470
H 6.372 4.438 -3.383
H 7.871 4.940 -2.693
H 6.517 6.039 -2.522
H 6.800 4.775 -0.337
H 6.973 3.272 -1.246
H 4.747 3.255 -1.991
H 4.382 4.834 -1.144
H 4.748 3.740 1.040
H 5.343 2.235 0.289
H 1.784 1.652 2.182
H 3.502 1.934 2.478
H 4.032 -0.241 1.224
H 2.306 -0.573 1.131
H 3.643 -0.004 3.797
H 3.824 -1.573 2.966
H 1.916 -1.663 4.562
H 1.443 -1.918 2.939
H 1.142 -0.314 3.668
H 0.822 3.265 0.540
H 1.677 4.090 -0.768
H 3.068 5.388 0.897
H 2.342 4.459 2.178
H 1.388 6.731 1.992
H 0.227 5.514 2.090
H 0.993 7.197 -0.320
H -0.612 6.885 0.367
H 0.187 5.653 -0.570
H 2.445 2.224 -1.975
H 1.637 0.950 -1.070
H 3.996 -0.193 -0.956
H 4.611 1.133 -1.830
H 3.031 0.517 -3.792
H 2.401 -0.763 -2.733
H 5.194 -0.555 -3.983
H 4.048 -1.838 -4.213
H 4.880 -1.661 -2.650
N -1.078 1.117 1.412
O -2.178 1.368 0.838
O -0.068 0.703 0.715
O -0.966 1.289 2.661
*
```

Energy above the lowest of the compared OMol25 structures with the same formula, charge and spin   0.1753 eV
Frontier orbital gap   9.358 eV
M   580.9 g mol⁻¹
Lowest unoccupied orbital energy   -1.45 eV
DFT total energy   -60554.441 eV

---

4.
Formula: C32H73Cl10F3O20S6
Source: the OMol25 dataset
Level of theory: ωB97M-V/def2-TZVPD

Structure (ORCA input):
```
! RIJCOSX wB97M-V def2-TZVPD def2/J DEFGRID3
* xyz 0 1
C 1.784 5.573 -3.838
C 2.750 4.487 -4.237
O 4.069 4.588 -3.638
C 4.245 4.226 -2.412
O 3.433 3.671 -1.692
C 5.720 4.521 -1.997
F 6.024 3.935 -0.812
F 6.602 4.076 -2.905
F 5.888 5.847 -1.850
H 2.194 6.554 -4.013
H 1.511 5.650 -2.797
H 0.937 5.614 -4.468
H 3.003 4.576 -5.252
H 2.390 3.477 -4.046
C -4.094 0.666 2.968
C -3.197 0.261 4.108
O -3.490 1.365 4.978
S -2.689 1.533 6.236
C -3.311 0.225 7.387
O -1.307 1.283 5.897
O -3.072 2.802 6.745
H -3.683 1.549 2.540
H -5.024 0.924 3.424
H -4.199 -0.063 2.219
H -3.479 -0.701 4.537
H -2.149 0.273 3.804
H -4.316 0.051 7.143
H -3.052 0.510 8.426
H -2.801 -0.669 7.086
C -1.321 3.630 -2.100
C -1.776 4.993 -1.613
O -3.202 5.070 -1.407
S -3.778 5.449 -0.011
C -3.646 7.203 -0.044
O -5.152 5.037 -0.119
O -3.007 5.014 1.104
H -0.314 3.817 -2.389
H -1.896 3.280 -2.967
H -1.398 2.908 -1.274
H -1.327 5.174 -0.690
H -1.506 5.787 -2.327
H -4.163 7.594 0.849
H -4.219 7.440 -0.938
H -2.642 7.601 -0.083
C 6.472 -1.526 -3.422
C 4.952 -1.319 -3.596
O 4.927 -0.187 -4.478
S 3.551 0.547 -4.589
C 2.447 -0.531 -5.208
O 3.101 1.061 -3.285
O 3.799 1.569 -5.549
H 6.849 -0.672 -2.903
H 6.904 -1.640 -4.389
H 6.657 -2.460 -2.852
H 4.494 -2.231 -4.046
H 4.503 -1.066 -2.675
H 2.447 -1.493 -4.770
H 2.860 -0.674 -6.201
H 1.471 -0.062 -5.175
C 0.061 -4.645 0.550
C 1.187 -5.339 -0.171
O 1.778 -4.401 -0.990
S 3.303 -4.566 -1.366
C 4.152 -4.026 0.027
O 3.521 -5.956 -1.525
O 3.529 -3.736 -2.507
H 0.406 -3.784 1.085
H -0.362 -5.329 1.311
H -0.647 -4.401 -0.207
H 1.901 -5.865 0.476
H 0.772 -6.158 -0.818
H 3.773 -3.061 0.313
H 5.203 -4.172 -0.260
H 3.843 -4.775 0.778
C -2.412 -2.359 1.518
C -1.819 -1.380 0.452
O -0.373 -1.300 0.594
S 0.483 -1.115 -0.675
C 0.319 0.509 -1.214
O 1.831 -1.324 -0.279
O -0.026 -1.957 -1.699
H -2.138 -3.415 1.464
H -3.428 -2.474 1.160
H -2.466 -1.997 2.555
H -2.097 -1.622 -0.556
H -2.050 -0.375 0.675
H -0.763 0.724 -1.173
H 0.594 0.510 -2.315
H 0.909 1.237 -0.683
C 1.768 -1.956 2.940
C 0.720 -2.862 3.507
O 0.773 -2.819 4.997
S 0.075 -1.622 5.709
C 1.262 -0.255 5.640
O -1.113 -1.317 4.941
O 0.000 -2.060 7.079
H 1.656 -2.084 1.860
H 2.785 -2.146 3.294
H 1.564 -0.898 3.100
H -0.228 -2.519 3.154
H 0.794 -3.936 3.335
H 1.269 0.029 6.690
H 0.825 0.527 5.023
H 2.207 -0.629 5.277
Cl -6.845 -5.747 -0.541
C -5.553 -6.352 -1.594
C -4.688 -5.251 -2.198
Cl -3.551 -4.613 -0.882
H -5.977 -6.875 -2.457
H -4.959 -7.072 -1.059
H -5.226 -4.486 -2.711
H -3.950 -5.594 -2.913
Cl 5.880 -0.309 0.957
C 4.722 1.078 0.802
C 3.460 0.842 1.573
Cl 3.792 1.004 3.329
H 4.517 1.065 -0.279
H 5.288 1.978 1.032
H 3.103 -0.160 1.320
H 2.692 1.576 1.347
Cl -1.298 -5.946 -4.554
C -0.023 -5.035 -3.650
C 0.919 -4.203 -4.456
Cl 0.255 -2.937 -5.431
H 0.591 -5.817 -3.177
H -0.539 -4.411 -2.926
H 1.447 -4.846 -5.154
H 1.614 -3.670 -3.770
Cl -8.662 0.788 0.739
C -7.811 1.974 -0.358
C -6.390 1.680 -0.531
Cl -6.034 0.100 -1.286
H -7.979 2.982 0.022
H -8.391 1.854 -1.231
H -5.846 1.750 0.425
H -5.923 2.474 -1.054
Cl 0.872 4.067 0.801
C -0.045 4.045 2.310
C 0.336 2.911 3.226
Cl 0.005 1.314 2.477
H -1.108 3.949 1.994
H 0.067 5.002 2.824
H -0.277 2.985 4.132
H 1.400 2.890 3.447
*
```

SMILES   CCOC(=O)C(F)(F)F.CCOS(C)(=O)=O.CCOS(C)(=O)=O.CCOS(C)(=O)=O.CCOS(C)(=O)=O.CCOS(C)(=O)=O.CCOS(C)(=O)=O.ClCCCl.ClCCCl.ClCCCl.ClCCCl.ClCCCl
Frontier orbital gap   10.766 eV
M   1381.8 g mol⁻¹
Lowest unoccupied orbital energy   0.08 eV
DFT total energy   -273704.139 eV